1.
C3H8N3 | ωB97M-V/def2-TZVPD

```
! wB97M-V def2-TZVPD RIJCOSX def2/J DEFGRID3
* xyz 1 1
C -1.49724 -1.30263 -0.75497
C 0.40719 -1.70386 0.32236
C 0.97932 1.77189 0.21642
N -0.44162 -0.79443 -1.50824
N -1.04403 -1.78522 0.36692
N 0.63223 -0.98143 -0.88464
H -2.47222 -1.09419 -0.92019
H 0.81778 -1.32874 1.27976
H 0.76028 -2.77738 0.14485
H 1.45906 1.30322 -0.60601
H -0.10446 1.87033 0.15979
H 1.57578 2.79463 0.09175
H -1.53708 -2.04335 1.22992
H 1.36341 1.50795 1.17543
*
```

As for the calculated total energy: -283.0080 hartree. The HOMO energy comes out at -0.5648 Ha. The frontier orbital gap comes out at 8.548 eV. As for the LUMO energy: -6.82 eV. The calculation puts the molar mass at 86.12 g/mol.

***

2.
C3H8N3S | ωB97M-V/def2-TZVPD

```
! wB97M-V def2-TZVPD RIJCOSX def2/J DEFGRID3
* xyz 1 1
C 1.57896 0.57229 -0.17435
N 0.22409 0.04307 -0.03509
C -0.13181 -1.18494 -0.01655
N 0.49025 -2.31289 0.08303
C -0.80099 1.14898 -0.18519
N -2.03664 0.89228 0.44379
S -3.09886 -0.18589 -0.14871
H 2.28737 -0.24997 -0.23060
H 1.65240 1.16317 -1.08813
H 1.82761 1.19801 0.68226
H 1.49644 -2.40135 0.20395
H -0.03879 -3.17426 0.07380
H -0.96675 1.27672 -1.25990
H -0.34759 2.04677 0.23634
H -2.13569 1.16802 1.41534
*
```

As for the calculated total energy: -681.2131 hartree. The HOMO energy (alpha / beta) comes out at -0.4684 / -0.4866 Ha. The frontier orbital gap (alpha / beta) comes out at 6.519 / 8.028 eV. As for the LUMO energy (alpha / beta): -6.23 / -5.21 eV. The calculation puts the molar mass at 118.18 g/mol. The structure (SMILES) is C[N+](=C=[NH2+])CN[S-].

***

3.
C3H8N4 | ωB97M-V/def2-TZVPD

```
! wB97M-V def2-TZVPD RIJCOSX def2/J DEFGRID3
* xyz 0 1
C 1.11804 -1.66289 0.47539
N 0.28541 -0.79725 -0.34436
N -0.11252 -1.10914 -1.56013
C -0.99245 1.13780 -0.53958
C -1.34896 2.34926 -0.16298
N -0.07301 0.36687 0.18726
N 0.32850 0.85232 1.32261
H 0.18583 -2.05235 -1.79278
H 0.99190 0.25868 1.79683
H -1.34607 0.62886 -1.43401
H 0.64263 -1.81313 1.45119
H 2.11129 -1.22853 0.61108
H 1.21777 -2.62858 -0.01936
H -2.07808 2.90840 -0.72129
H -0.93028 2.78969 0.73014
*
```

As for the calculated total energy: -337.9387 hartree. The HOMO energy (alpha / beta) comes out at -0.2664 / -0.2574 Ha. The frontier orbital gap (alpha / beta) comes out at 7.789 / 7.687 eV. As for the LUMO energy (alpha / beta): 0.54 / 0.68 eV. The calculation puts the molar mass at 100.12 g/mol.

***

4.
C3H8N4 | ωB97M-V/def2-TZVPD

```
! wB97M-V def2-TZVPD RIJCOSX def2/J DEFGRID3
* xyz 0 1
C -0.61780 -0.58183 -0.15817
C -0.13624 -1.95163 0.16208
C -1.34791 1.54927 0.42174
N 2.32203 0.34357 -0.09706
N 2.96872 -0.00502 0.74687
N 1.60263 0.51762 -1.02530
N -0.84634 0.25563 0.74840
H -0.81607 -0.36799 -1.22067
H 0.76078 -2.17886 -0.41077
H -0.90650 -2.66982 -0.12223
H 0.07621 -2.04022 1.22325
H -1.44601 1.71963 -0.66186
H -2.32329 1.66958 0.89348
H -0.67954 2.29607 0.85399
H 1.38933 1.44399 -1.35375
*
```

As for the calculated total energy: -338.0352 hartree. The HOMO energy comes out at -0.3452 Ha. The frontier orbital gap comes out at 10.416 eV. As for the LUMO energy: 1.02 eV. The calculation puts the molar mass at 100.12 g/mol.

***

5.
C3H8N4O | ωB97M-V/def2-TZVPD

```
! wB97M-V def2-TZVPD RIJCOSX def2/J DEFGRID3
* xyz 0 1
C -1.37448 -0.11319 0.10017
C 1.39671 0.85946 0.50226
C 1.75160 -0.47725 -0.03424
H -3.22884 -1.03535 -0.13566
H -3.14440 0.87788 -0.22642
H -1.16171 -2.05815 0.75197
H -1.46385 1.69087 -0.76936
H 2.12313 1.17071 1.18425
H 1.38904 -1.20706 0.63474
H 1.14986 -0.51100 -1.00833
H 3.44897 0.28535 -0.95634
N -2.60560 -0.40479 -0.60736
N -0.78811 -1.01022 0.92644
N -0.83830 0.96410 -0.24852
N 0.28715 1.57682 0.34651
O 3.05884 -0.60818 -0.46012
*
```

As for the calculated total energy: -413.1793 hartree. The HOMO energy comes out at -0.3157 Ha. The frontier orbital gap comes out at 8.610 eV. As for the LUMO energy: 0.02 eV. The calculation puts the molar mass at 116.12 g/mol.

***

6.
C3H8N4O | ωB97M-V/def2-TZVPD

```
! wB97M-V def2-TZVPD RIJCOSX def2/J DEFGRID3
* xyz 0 1
C -0.11064 1.48106 -0.66000
N 0.17837 -1.18446 -0.26864
C -0.86826 -1.01232 0.84887
C 0.45771 0.56507 0.40273
N 1.75879 0.85673 0.79568
O -0.23759 -1.56456 -1.56273
N -0.36146 0.07090 1.42339
N -2.02031 -1.55204 0.86972
H -1.13265 -1.19098 -1.63946
H 1.05196 -1.65488 -0.03607
H 2.15908 1.72441 0.46993
H 1.91251 0.71376 1.78473
H -2.03802 -2.40786 0.31965
H 0.55812 1.54149 -1.52202
H -1.08700 1.13542 -0.99592
H -0.22062 2.47825 -0.22986
*
```

As for the calculated total energy: -413.2571 hartree. The HOMO energy comes out at -0.3026 Ha. The frontier orbital gap comes out at 8.915 eV. As for the LUMO energy: 0.68 eV. The calculation puts the molar mass at 116.12 g/mol.

***

Largest force on an atom (eV/A)
4.11 0.94 1.34 3.27 9.96 1.47
Energy relative to the best compared isomer or geometry (same formula, charge and spin) (eV)
4.240 2.754 5.853 3.228 6.441 4.326